1.
2 unconnected molecules or ions with the total composition C3H11N2S, computed with ωB97M-V/def2-TZVPD.

Calculated values
Total charge   -1
Frontier orbital gap   6.574 eV
ΔE to the lowest compared entry with this formula, charge and spin   34.6 kJ/mol

CARTESIAN COORDINATES (ANGSTROEM)
1 C 1.3813 2.5825 1.9664
2 S 1.1373 0.8984 1.2986
3 H 1.9685 2.5380 2.8966
4 H 1.9359 3.2200 1.2453
5 H 0.4062 3.0507 2.1657
6 N -1.0977 0.7736 -0.8765
7 C -1.2918 -0.6573 -0.9229
8 C 0.0530 -1.3773 -0.7374
9 N -0.0313 -2.7883 -1.1550
10 H -0.4524 1.0781 -0.1049
11 H -1.9423 1.2905 -0.9676
12 H -1.7226 -0.9324 -1.9121
13 H -1.9913 -1.0610 -0.1421
14 H 0.7878 -0.8554 -1.3139
15 H 0.3772 -1.2610 0.2840
16 H 0.9093 -3.1523 -1.3147
17 H -0.4271 -3.3467 -0.4095

2.
2 unconnected molecules or ions with the total composition C3H11N2S at a distorted geometry, computed with ωB97M-V/def2-TZVPD.

Calculated values
Total charge   +1
Frontier orbital gap   9.347 eV
ΔE to the lowest compared entry with this formula, charge and spin   167.3 kJ/mol

CARTESIAN COORDINATES (ANGSTROEM)
1 C -2.7977 0.6271 -0.3422
2 N -2.1478 -0.4849 -0.3369
3 H -3.7037 0.7690 0.2063
4 H -2.4425 1.4683 -0.9856
5 H -0.6666 -0.5809 -0.9892
6 H -2.3037 -1.0961 0.4873
7 C 1.0816 0.5241 -0.2744
8 C 1.3811 -0.4112 0.8858
9 S 2.2016 0.6617 2.2269
10 N 0.3304 -0.2822 -1.3297
11 H 0.5717 1.4374 -0.0250
12 H 2.0684 0.8109 -0.7199
13 H 0.4256 -0.7616 1.4675
14 H 1.9607 -1.3015 0.6657
15 H 2.9540 -0.3255 2.7871
16 H 0.2316 0.1145 -2.2444
17 H 0.8552 -1.1690 -1.4794

3.
2 unconnected molecules or ions with the total composition C3H11N3 at a distorted geometry, computed with ωB97M-V/def2-TZVPD.

Calculated values
Frontier orbital gap   9.194 eV
ΔE to the lowest compared entry with this formula, charge and spin   157.5 kJ/mol
SMILES   [H]/N=C/N.CCN

CARTESIAN COORDINATES (ANGSTROEM)
1 C -0.3193 1.6106 2.1649
2 C -1.3401 0.5032 2.0225
3 N -1.1049 -0.4591 0.9536
4 H -0.3821 2.1758 3.0926
5 H -0.4069 2.2999 1.3229
6 H 0.6790 1.1724 2.0868
7 H -2.3685 0.8781 1.9670
8 H -1.4335 -0.1260 2.9081
9 H -0.8288 -0.6000 -0.0021
10 H -0.6706 -1.2357 1.4275
11 N 1.2152 -1.0329 -3.6248
12 C 1.2360 -0.8537 -2.2641
13 N 0.5260 -0.0629 -1.5636
14 H 1.8104 -1.7658 -3.9742
15 H 0.3026 -1.1447 -4.0488
16 H 2.0831 -1.3676 -1.7935
17 H 1.0021 0.0081 -0.6749

4.
C3H11N3 in the gas phase, computed with ωB97M-V/def2-TZVPD.

Calculated values
Frontier orbital gap   9.773 eV
ΔE to the lowest compared entry with this formula, charge and spin   35.2 kJ/mol
SMILES   CNC(C)(N)N

CARTESIAN COORDINATES (ANGSTROEM)
1 C 0.2277 -0.3178 -0.3825
2 C -1.2688 -0.3130 -0.7775
3 C 0.0555 1.1907 1.6002
4 N 0.6367 0.9092 0.3035
5 N 0.5811 -1.4473 0.4573
6 N 1.0018 -0.4695 -1.5971
7 H 0.4767 1.6976 -0.3194
8 H 0.6358 -2.2705 -0.1244
9 H 1.9741 -0.5608 -1.3448
10 H 0.9026 0.3469 -2.1930
11 H -0.1313 -1.6055 1.1649
12 H -1.4770 0.5093 -1.4550
13 H -1.8982 -0.2179 0.1044
14 H -1.5051 -1.2449 -1.2829
15 H 0.5420 2.0799 2.0049
16 H 0.2756 0.3469 2.2609
17 H -1.0292 1.3670 1.5806

5.
C3H11N3 in the gas phase at a distorted geometry, computed with ωB97M-V/def2-TZVPD.

Calculated values
Frontier orbital gap   9.309 eV
ΔE to the lowest compared entry with this formula, charge and spin   255.9 kJ/mol
SMILES   NCCNCN

CARTESIAN COORDINATES (ANGSTROEM)
1 C 0.3213 0.1166 -0.4861
2 N -0.9084 -0.2603 0.1277
3 C -0.9785 -0.9637 1.4138
4 N -0.5089 -2.3615 1.0689
5 C 0.2738 1.5820 -0.8017
6 N 1.5898 2.0625 -1.3367
7 H 0.6060 -0.4788 -1.4335
8 H 1.2542 -0.3545 -0.0578
9 H -1.5330 -0.7082 -0.5929
10 H -2.0456 -1.1803 1.7604
11 H -0.3670 -0.5138 2.1851
12 H 0.4357 -2.6504 1.2195
13 H -1.1507 -3.0699 1.5355
14 H -0.4093 1.9812 -1.4771
15 H 0.2281 2.2834 0.1241
16 H 2.3824 1.8579 -0.8342
17 H 1.6923 2.3401 -2.2040

6.
C3H11N3 in the gas phase at a distorted geometry, computed with ωB97M-V/def2-TZVPD.

Calculated values
Frontier orbital gap   8.198 eV
ΔE to the lowest compared entry with this formula, charge and spin   401.2 kJ/mol

CARTESIAN COORDINATES (ANGSTROEM)
1 C 0.2182 0.2506 -0.6930
2 C 1.6262 -1.4146 0.3629
3 C 0.9253 1.3890 0.0112
4 N -1.3546 -0.1095 0.0824
5 N 0.6519 -1.0535 -0.6530
6 N -2.6091 0.3199 -0.4629
7 H -1.2827 0.0083 1.0976
8 H -0.8317 -1.1257 -0.2170
9 H -0.1878 0.5563 -1.6640
10 H -2.9256 1.1707 -0.0069
11 H -3.3070 -0.4012 -0.3095
12 H 1.8620 -2.4746 0.2477
13 H 2.5758 -0.8685 0.2657
14 H 1.2865 -1.2826 1.4076
15 H 0.3458 2.3118 -0.0600
16 H 1.1160 1.1631 1.0617
17 H 1.8907 1.5603 -0.4706